[1]
A 4-piece molecular cluster, C38H68N9O8P overall in a non-equilibrium geometry, computed with ωB97M-V/def2-TZVPD.

```
124
Properties=species:S:1:pos:R:3:mulliken_charge:R:1
N 4.003 6.624 6.840 -0.5687
P 4.344 7.291 5.223 0.1987
O 5.913 6.713 4.857 -0.4453
C 3.015 6.537 4.097 0.3702
N 1.649 6.579 4.624 -0.5653
C 0.844 5.959 3.561 0.1975
N -0.475 5.735 3.562 -0.0648
C -1.257 5.072 2.498 0.0712
C -1.289 3.495 2.551 -0.1514
C -2.012 2.618 1.504 -0.3025
C -2.740 3.321 0.325 -0.5067
C -2.733 4.871 0.280 -0.3800
C -1.998 5.782 1.335 -0.3966
N 1.759 5.629 2.495 0.2013
O 1.593 5.081 1.270 0.0688
N 0.984 6.020 0.471 0.2026
O 0.845 5.583 -0.621 -0.1386
N 3.072 5.939 2.785 0.0884
C 4.303 5.779 1.962 -0.7740
C 4.641 4.271 1.531 0.0017
O 5.686 3.636 2.324 -0.3829
C 5.307 2.235 2.356 0.2544
O 5.191 1.544 1.306 -0.4299
H 3.058 6.908 7.147 0.3110
H 4.102 5.593 6.827 0.2745
H 5.826 5.741 4.700 0.3349
H -1.007 6.057 4.396 0.2947
H -0.725 2.968 3.405 0.3252
H -1.958 1.471 1.618 0.3304
H -3.244 2.654 -0.455 0.3739
H -3.275 5.359 -0.615 0.3254
H -1.991 6.919 1.247 0.3665
H 4.152 6.406 1.000 0.2415
H 5.245 6.208 2.458 0.4431
H 4.913 4.298 0.408 0.0987
H 3.702 3.594 1.590 0.3393
H 5.054 1.749 3.360 0.3474
C 0.790 -2.644 0.297 -1.7901
C 0.647 -2.503 1.838 1.9231
C 0.934 -3.860 2.523 -1.3448
C -0.195 -4.873 2.372 -0.4178
C -1.526 -4.275 2.807 -1.0574
C -1.848 -2.940 2.101 1.6481
N -0.712 -1.969 2.162 0.7220
O -0.669 -1.461 3.427 -0.6015
C -2.231 -3.222 0.628 -1.6237
C -3.153 -2.361 2.711 -1.7666
C 1.785 -1.525 2.235 -2.0756
H 0.608 -3.662 -0.052 0.3222
H 0.114 -1.969 -0.233 0.3080
H 1.796 -2.385 -0.045 0.4703
H 1.111 -3.702 3.594 0.3989
H 1.858 -4.292 2.124 0.3472
H -0.256 -5.231 1.340 0.2394
H 0.024 -5.754 2.984 0.4299
H -2.326 -5.000 2.618 0.1261
H -1.506 -4.126 3.894 0.3877
H -2.381 -2.288 0.077 0.3279
H -3.165 -3.785 0.569 0.3910
H -1.495 -3.818 0.092 0.2388
H -3.085 -2.223 3.793 0.3916
H -3.993 -3.040 2.539 0.3487
H -3.408 -1.399 2.257 0.3888
H 1.634 -0.539 1.784 0.4981
H 2.754 -1.901 1.893 0.4641
H 1.875 -1.400 3.318 0.3403
C 4.236 3.373 -6.308 -1.7963
C 4.736 4.477 -5.337 1.8624
C 5.395 3.834 -4.094 -1.3140
C 4.394 3.232 -3.113 -0.6953
C 3.320 4.245 -2.740 -1.0617
C 2.624 4.868 -3.970 1.8634
N 3.596 5.379 -4.983 0.3672
O 4.118 6.543 -4.504 -0.5424
C 1.687 3.816 -4.612 -1.7848
C 1.649 5.972 -3.480 -1.8938
C 5.851 5.206 -6.136 -1.8506
H 4.011 2.433 -5.798 0.3127
H 3.346 3.691 -6.856 0.3225
H 4.982 3.129 -7.069 0.4863
H 5.988 4.586 -3.559 0.3559
H 6.102 3.057 -4.406 0.3701
H 3.940 2.330 -3.533 0.3499
H 4.921 2.911 -2.208 0.3247
H 2.578 3.762 -2.094 0.3801
H 3.780 5.036 -2.132 0.3478
H 1.245 4.199 -5.537 0.3750
H 0.863 3.566 -3.939 0.4282
H 2.180 2.871 -4.838 0.3370
H 2.149 6.740 -2.885 0.3281
H 0.874 5.546 -2.841 0.4153
H 1.149 6.460 -4.321 0.4846
H 5.444 5.692 -7.028 0.4491
H 6.617 4.497 -6.463 0.4605
H 6.372 5.960 -5.540 0.3548
C -4.492 -9.555 -0.383 -1.8356
C -4.727 -8.187 0.314 1.9985
C -6.162 -8.122 0.886 -1.2802
C -7.237 -7.922 -0.177 -0.4864
C -6.911 -6.726 -1.062 -1.1880
C -5.495 -6.795 -1.674 1.6426
N -4.441 -7.083 -0.654 0.1706
O -4.237 -5.943 0.063 -0.3770
C -5.472 -7.872 -2.785 -1.6732
C -5.225 -5.474 -2.444 -1.9048
C -3.742 -8.200 1.515 -1.9182
H -5.416 -10.007 -0.748 0.3309
H -3.795 -9.467 -1.220 0.3415
H -4.047 -10.289 0.296 0.4911
H -6.236 -7.298 1.606 0.3604
H -6.382 -9.037 1.448 0.3409
H -7.352 -8.825 -0.783 0.3067
H -8.204 -7.760 0.310 0.3805
H -7.660 -6.652 -1.858 0.3872
H -7.015 -5.810 -0.465 0.3324
H -4.460 -8.006 -3.179 0.3714
H -6.109 -7.581 -3.624 0.4405
H -5.840 -8.844 -2.460 0.3157
H -5.333 -4.589 -1.811 0.3133
H -5.937 -5.353 -3.265 0.4363
H -4.220 -5.466 -2.875 0.4513
H -2.703 -8.238 1.174 0.4720
H -3.916 -9.076 2.147 0.4992
H -3.860 -7.330 2.166 0.2548
```

Output
**Spin multiplicity**: 4
**E_HOMO (spin up / spin down)**: -10.26 / -10.93 eV
**Expectation value of S²**: 3.764
**Total charge**: +1
**Molar mass**: 810.0 g mol⁻¹
**Frontier orbital gap (spin up / spin down)**: 6.47 / 7.15 eV

***

[2]
A 9-piece molecular cluster, C38H69F12N12O2P2 overall in a non-equilibrium geometry, computed with ωB97M-V/def2-TZVPD.

```
135
Properties=species:S:1:pos:R:3:mulliken_charge:R:1
C 1.234 0.554 4.546 -1.3305
C 0.703 -0.800 4.085 1.3462
N 0.688 -1.728 5.219 0.3908
C 1.813 -2.026 5.940 -0.2890
C 1.425 -2.966 6.834 -0.5944
N 0.093 -3.247 6.634 0.1685
C -0.345 -2.472 5.624 -0.4843
C -0.670 -4.315 7.262 -0.8185
H 2.187 0.521 5.067 0.5118
H 0.495 0.990 5.219 0.5654
H 1.402 1.184 3.676 -0.0740
H 1.384 -1.200 3.348 -0.2969
H -0.290 -0.701 3.654 -0.7008
H 2.763 -1.587 5.688 0.5205
H 1.991 -3.504 7.575 0.4337
H -1.260 -2.567 5.056 0.5011
H -1.459 -3.816 7.822 0.3508
H -0.086 -4.903 7.967 0.3399
H -1.045 -5.045 6.549 0.3084
C -0.319 -3.626 0.803 0.1862
C -0.779 -4.766 1.713 -1.1130
N -1.694 -5.651 0.975 0.4123
C -3.038 -5.442 0.823 -0.5506
C -3.491 -6.385 -0.023 -0.7234
N -2.406 -7.074 -0.488 0.0962
C -1.297 -6.591 0.086 -0.0789
C -2.496 -8.068 -1.571 -0.8361
H -1.108 -3.047 0.323 -0.1976
H 0.381 -3.930 0.024 0.7351
H 0.153 -2.932 1.502 -0.3202
H -1.244 -4.415 2.631 0.2870
H 0.065 -5.384 2.017 0.3918
H -3.538 -4.617 1.313 0.6085
H -4.467 -6.591 -0.429 0.4807
H -0.294 -6.833 -0.219 0.4427
H -2.305 -7.585 -2.528 0.3139
H -3.451 -8.575 -1.548 0.3294
H -1.633 -8.711 -1.399 0.3711
C 7.663 1.039 -5.019 -1.1064
C 6.302 1.377 -5.599 -0.4338
N 5.273 1.228 -4.548 0.1532
C 4.684 2.231 -3.806 -0.6812
C 3.769 1.648 -2.974 -0.5262
N 3.886 0.291 -3.132 0.3057
C 4.844 0.076 -4.035 -0.1986
C 3.164 -0.744 -2.402 -0.6448
H 7.918 -0.006 -4.863 0.3496
H 7.870 1.629 -4.125 0.3359
H 8.444 1.417 -5.688 0.3880
H 6.081 0.770 -6.474 0.3071
H 6.236 2.424 -5.890 0.3118
H 5.118 3.214 -3.881 0.5003
H 3.009 2.071 -2.337 0.7022
H 5.006 -0.933 -4.383 0.4541
H 2.385 -1.122 -3.067 0.1476
H 2.611 -0.307 -1.575 0.0872
H 3.869 -1.533 -2.163 0.4626
C -5.238 -0.566 -1.750 -1.3933
C -3.760 -0.507 -1.314 0.2274
N -2.935 -1.506 -2.005 0.5650
C -3.098 -2.874 -1.935 -0.4649
C -2.144 -3.432 -2.725 -0.9920
N -1.331 -2.415 -3.179 0.2963
C -1.864 -1.273 -2.755 -0.0414
C -0.079 -2.579 -3.898 -0.8996
H -5.822 0.294 -1.443 0.4093
H -5.682 -1.417 -1.225 0.3783
H -5.271 -0.782 -2.817 0.3764
H -3.580 -0.620 -0.248 -0.1898
H -3.394 0.450 -1.688 0.1797
H -3.937 -3.301 -1.413 0.6061
H -2.000 -4.462 -3.004 0.6714
H -1.413 -0.317 -2.973 0.1663
H 0.629 -3.160 -3.314 0.3709
H 0.385 -1.617 -4.095 0.1810
H -0.338 -3.051 -4.845 0.4287
C 2.606 6.946 -4.836 -0.8826
C 1.085 6.924 -4.650 -0.5838
N 0.628 5.624 -4.137 0.1234
C 0.242 5.305 -2.858 -0.8714
C -0.157 4.001 -2.826 -0.0015
N -0.081 3.572 -4.134 0.2796
C 0.489 4.524 -4.879 -0.1893
C -0.355 2.206 -4.549 -0.6061
H 2.964 7.433 -5.740 0.3571
H 2.938 5.912 -4.959 0.2186
H 3.106 7.364 -3.965 0.3099
H 0.573 6.995 -5.610 0.3327
H 0.680 7.696 -4.003 0.4244
H 0.322 5.999 -2.039 0.4964
H -0.456 3.339 -2.018 0.3910
H 0.612 4.402 -5.943 0.4623
H 0.490 1.526 -4.419 0.2112
H -0.804 2.242 -5.536 0.4464
H -0.986 1.798 -3.757 0.0377
C -1.783 2.165 4.210 -1.2978
C -1.254 2.748 2.911 0.6492
N -1.850 4.050 2.655 0.4063
C -2.243 4.524 1.411 -0.3436
C -2.857 5.712 1.598 -0.8069
N -2.681 6.060 2.933 0.1309
C -2.134 5.010 3.535 -0.1631
C -2.804 7.371 3.580 -0.8412
H -1.436 2.648 5.127 0.4755
H -1.466 1.128 4.270 -0.0883
H -2.869 2.231 4.295 0.5419
H -1.470 2.080 2.076 -0.4086
H -0.172 2.893 2.934 0.1384
H -2.079 3.901 0.545 0.5522
H -3.286 6.420 0.911 0.4579
H -2.023 4.901 4.600 0.4679
H -2.620 8.153 2.851 0.3474
H -2.080 7.396 4.390 0.3598
H -3.772 7.503 4.062 0.3156
C -0.174 -0.053 0.436 0.0361
C -0.342 1.089 -0.541 -0.0859
O 0.347 1.004 -1.597 -0.1674
O -1.281 1.906 -0.338 -0.5660
H 0.141 -0.945 -0.114 0.0525
H -1.010 -0.444 1.022 -0.1568
H 0.612 0.202 1.155 0.0676
P 3.971 -0.519 1.942 1.0702
F 2.895 0.663 2.068 -0.3126
F 5.207 0.519 2.096 -0.3753
F 3.872 -0.723 3.544 -0.3073
F 5.114 -1.666 1.897 -0.4164
F 2.882 -1.665 1.504 -0.3497
F 4.016 -0.209 0.323 -0.3439
P -3.551 -1.928 2.777 1.4670
F -3.371 -1.622 4.352 -0.3840
F -3.460 -0.382 2.402 -0.3470
F -1.905 -2.007 2.714 -0.1712
F -3.544 -2.323 1.168 -0.2122
F -3.607 -3.520 3.125 -0.4540
F -5.144 -1.864 2.844 -0.3672
```

Output
**E_HOMO**: -14.37 eV
**Total charge**: +3
**Molar mass**: 1016.0 g mol⁻¹
**Frontier orbital gap**: 8.74 eV

***

[3]
C38H69N4O4PSbSi3Ti as an isolated structure, computed with ωB97M-V/def2-TZVPD.

```
121
Properties=species:S:1:pos:R:3:mulliken_charge:R:1
Ti 0.198 1.056 0.885 0.1079
C 0.510 3.094 3.593 -0.9465
C 0.307 1.649 3.943 0.8800
C 0.559 1.162 5.194 -0.9542
C 0.426 -0.243 5.419 -0.6005
C -0.017 -1.051 4.430 -0.8844
C -0.378 -0.498 3.154 0.1965
N -0.112 0.865 2.921 0.1996
C -0.975 -1.181 2.111 0.2755
C -1.577 -2.476 2.151 -0.7166
C -2.585 -2.767 1.286 -1.0166
C -3.062 -1.743 0.393 -0.8360
C -2.328 -0.604 0.260 -0.2982
N -1.163 -0.418 0.936 1.5416
C -2.779 0.574 -0.508 0.3170
C -3.804 0.522 -1.449 -0.6463
C -4.293 1.707 -1.961 -0.7929
C -3.753 2.905 -1.522 -1.0229
C -2.682 2.883 -0.635 1.0125
C -2.069 4.165 -0.157 -1.2267
N -2.179 1.731 -0.170 0.5249
H -0.442 3.558 3.323 0.2299
H 0.943 3.643 4.429 0.4003
H 1.171 3.188 2.727 -0.1707
H 0.900 1.827 5.975 0.3846
H 0.688 -0.660 6.385 0.4006
H -0.115 -2.119 4.588 0.3295
H -1.281 -3.196 2.908 0.3898
H -3.089 -3.725 1.325 0.5507
H -4.009 -1.857 -0.116 0.4807
H -4.215 -0.432 -1.746 0.4101
H -5.100 1.701 -2.684 0.4044
H -4.136 3.855 -1.871 0.4133
H -2.830 4.945 -0.104 0.5775
H -1.619 4.026 0.824 -0.0419
H -1.278 4.497 -0.833 0.0498
C 3.287 4.854 0.070 -1.3937
C 3.662 4.069 -1.183 1.8793
C 5.001 3.373 -0.984 -1.6545
C 3.705 4.976 -2.407 -1.8319
O 2.724 2.995 -1.434 0.1575
P 1.132 3.174 -1.275 -1.2197
O 0.668 4.441 -1.886 -0.9406
O 0.760 2.903 0.179 0.4165
O 0.605 1.855 -2.018 1.5915
C 0.316 1.710 -3.428 1.8020
C -0.864 2.589 -3.823 -1.7591
C -0.058 0.243 -3.573 -1.5800
C 1.556 2.050 -4.244 -1.7100
H 4.070 5.585 0.283 0.5111
H 3.188 4.183 0.923 0.0862
H 2.343 5.383 -0.069 0.2945
H 5.793 4.113 -0.857 0.4921
H 5.234 2.753 -1.852 0.3016
H 4.971 2.733 -0.102 0.2590
H 4.443 5.769 -2.262 0.4955
H 2.724 5.420 -2.574 0.2777
H 3.987 4.396 -3.288 0.3191
H -1.737 2.332 -3.222 0.2132
H -1.103 2.410 -4.874 0.4542
H -0.631 3.642 -3.675 0.4100
H -0.923 0.018 -2.944 0.1521
H 0.765 -0.399 -3.261 -0.0903
H -0.308 0.020 -4.613 0.5982
H 1.805 3.107 -4.134 0.3490
H 1.372 1.843 -5.300 0.5078
H 2.406 1.454 -3.909 0.1293
C 3.074 -1.448 1.929 -0.9562
C 3.042 -0.094 1.215 1.7625
C 3.810 -0.181 -0.104 0.1340
C 3.671 0.975 2.119 -1.6958
N 1.685 0.278 0.948 0.2549
H 2.590 -2.198 1.303 -0.5026
H 2.520 -1.389 2.869 0.2836
H 4.101 -1.769 2.138 0.5426
H 4.870 -0.404 0.061 0.6282
H 3.711 0.755 -0.654 -0.2993
H 3.380 -0.977 -0.711 -1.2889
H 4.717 0.747 2.348 0.4153
H 3.111 1.040 3.055 0.2740
H 3.620 1.945 1.621 0.0644
C -0.663 -5.987 0.661 -0.7108
Si 1.032 -5.223 0.365 0.6580
C 1.752 -4.758 2.034 -0.7705
C 2.152 -6.536 -0.387 -1.1181
Sb 0.721 -3.079 -1.016 -1.0399
Si 2.910 -3.331 -2.357 0.9972
C 4.356 -3.562 -1.155 -1.2499
C 3.203 -1.798 -3.412 -0.7048
C 3.010 -4.769 -3.575 -1.2534
Si -0.750 -4.248 -2.771 0.6768
C -0.340 -6.040 -3.201 -1.0745
C -2.533 -4.242 -2.185 -0.5629
C -0.661 -3.269 -4.379 -0.9866
H -0.615 -6.732 1.460 0.4342
H -1.040 -6.481 -0.236 0.2885
H -1.379 -5.217 0.952 -0.1068
H 1.731 -5.624 2.704 0.5020
H 1.177 -3.949 2.493 -0.1121
H 2.786 -4.418 1.952 0.3241
H 2.204 -7.399 0.285 0.4449
H 3.166 -6.156 -0.524 0.2053
H 1.783 -6.881 -1.354 0.2498
H 5.118 -2.797 -1.324 0.5114
H 4.819 -4.540 -1.311 0.4395
H 4.055 -3.490 -0.109 0.1922
H 2.997 -0.868 -2.881 -0.3819
H 2.574 -1.824 -4.306 0.2953
H 4.248 -1.775 -3.738 0.5638
H 2.889 -5.734 -3.081 0.2991
H 3.999 -4.752 -4.045 0.4093
H 2.264 -4.688 -4.367 0.2657
H -0.374 -6.680 -2.318 0.2297
H 0.639 -6.153 -3.664 0.2842
H -1.092 -6.413 -3.906 0.4074
H -2.681 -4.972 -1.386 0.2508
H -3.206 -4.496 -3.010 0.4635
H -2.812 -3.262 -1.794 -0.2128
H 0.363 -3.167 -4.745 0.2504
H -1.067 -2.265 -4.245 0.1195
H -1.251 -3.776 -5.150 0.4661
```

Output
**E_HOMO**: -2.39 eV
**Total charge**: -1
**Molar mass**: 930.9 g mol⁻¹
**Frontier orbital gap**: 4.90 eV

***

The lowest total charge belongs to which entry? C38H69N4O4PSbSi3Ti

***

The highest molar mass belongs to which entry? C38H69F12N12O2P2

***

Which of these has the highest total charge? C38H69F12N12O2P2